[1]
ORCA calculation (the ωB97M-V functional and the def2-TZVPD basis) on a molecular structure, C25H28BrF5N9OSY at a distorted geometry.

XYZ file:
```
71
Properties=species:S:1:pos:R:3:forces:R:3:lowdin_charge:R:1
Y -0.289374 -0.199032 -0.440656 0.54 0.45 0.35 1.410
C 0.457473 -2.629375 -2.493719 0.09 -0.48 0.20 -0.170
C 1.293833 -3.050036 -1.285552 -0.12 0.09 -0.50 -0.166
N 0.715730 -2.528333 -0.031335 -0.15 -0.16 0.17 -0.119
C 1.724546 -2.472592 1.033052 0.16 0.03 0.12 -0.132
C 2.704028 -1.381629 0.676364 0.22 -0.07 0.06 -0.283
C 4.070933 -1.523914 0.867329 -0.12 0.15 0.03 0.006
C 4.920338 -0.524768 0.414478 -0.24 0.03 0.00 -0.008
C 4.371057 0.572816 -0.227881 -0.15 -0.07 0.02 0.009
C 2.990173 0.651298 -0.372982 0.30 0.12 0.07 -0.276
C 2.360737 1.847277 -1.036528 0.27 0.06 0.16 -0.166
N 1.136157 1.509205 -1.781648 0.02 0.37 0.12 -0.118
C 1.401667 0.993603 -3.139535 0.08 -0.48 -0.22 -0.160
C 1.565208 -0.526757 -3.139573 0.16 0.32 -0.16 -0.180
N 0.351054 -1.162490 -2.604879 0.01 0.17 -0.28 -0.128
N 2.172529 -0.300242 0.089871 0.14 -0.16 -0.31 0.053
H -0.553590 -3.024917 -2.374726 0.07 0.06 -0.11 0.120
H 0.904380 -3.058311 -3.398511 -0.09 0.02 0.06 0.137
H 2.308272 -2.656657 -1.384840 -0.04 -0.08 0.03 0.115
H 1.367494 -4.143238 -1.275991 0.03 0.11 0.06 0.142
H -0.038090 -3.159002 0.245046 0.06 0.28 -0.02 0.138
H 2.260324 -3.421299 1.159761 -0.08 0.09 0.01 0.137
H 1.234954 -2.235861 1.983992 0.01 -0.02 -0.06 0.133
H 4.468991 -2.407138 1.339883 -0.01 -0.15 0.04 0.127
H 5.990521 -0.612404 0.529104 0.07 -0.03 0.02 0.127
H 5.006837 1.342095 -0.635949 0.03 0.13 -0.05 0.127
H 3.104950 2.334031 -1.680077 -0.13 -0.04 0.05 0.135
H 2.093823 2.552192 -0.237621 0.02 -0.08 -0.24 0.090
H 0.644081 2.393151 -1.896729 -0.06 -0.19 0.02 0.100
H 2.307177 1.438857 -3.570932 -0.17 0.06 0.04 0.134
H 0.554828 1.263149 -3.779332 0.07 0.02 0.07 0.131
H 2.413824 -0.795738 -2.506955 -0.05 -0.08 -0.13 0.111
H 1.778688 -0.865487 -4.162084 0.02 0.01 0.16 0.141
H -0.397750 -0.979103 -3.277145 0.04 0.00 0.23 0.133
C 1.785994 1.283842 6.289276 0.07 -0.02 0.14 0.010
C 0.920781 1.635173 5.148709 -0.06 0.10 -0.23 -0.305
N -0.194278 2.289494 5.208608 -0.10 0.14 1.07 0.143
N -0.644920 2.401753 3.954910 0.82 -0.66 -0.56 0.054
C 0.175841 1.804284 3.075683 0.00 0.15 0.27 -0.694
S 0.054963 1.917270 1.400642 0.00 0.14 -0.45 0.689
N 1.195363 1.307218 3.832560 -0.93 0.57 0.05 -0.079
N 2.265189 0.568725 3.347580 0.26 -0.32 -0.20 0.142
H 1.363346 1.735082 7.182721 0.03 -0.03 0.03 0.102
H 2.798386 1.663895 6.148144 0.01 0.03 0.01 0.097
H 1.835616 0.204656 6.434773 -0.02 -0.05 0.03 0.096
H -1.497239 2.907121 3.752577 0.13 -0.09 -0.05 0.176
H 2.906101 1.162912 2.822283 -0.18 0.09 0.17 0.114
H 2.765225 0.165011 4.137303 -0.17 0.09 -0.13 0.107
Br -2.189473 5.409583 -2.038962 -0.15 -0.35 0.00 0.815
C -2.557373 3.561968 -2.216873 0.11 -0.01 0.08 -0.644
C -3.514708 3.084013 -3.105788 0.19 -0.01 0.21 -0.059
C -3.671340 1.711032 -3.201620 0.15 -0.05 0.10 -0.012
C -2.844866 0.876624 -2.462297 -0.14 -0.11 -0.08 -0.107
N -1.927909 1.330706 -1.594540 -0.18 0.04 -0.17 -0.020
C -1.824194 2.656145 -1.456635 -0.11 0.47 -0.15 -0.219
H -4.115765 3.755253 -3.701919 0.00 0.07 0.02 0.124
H -4.422127 1.287879 -3.853490 0.05 -0.04 -0.04 0.126
H -2.925041 -0.198365 -2.565752 0.01 -0.02 0.07 0.110
H -1.138253 3.028439 -0.704502 0.02 0.02 -0.05 0.043
F -6.875874 -1.867329 1.225485 0.12 0.02 -0.03 0.146
C -5.642201 -1.800347 0.739368 0.28 0.00 -0.10 -0.131
C -5.272475 -2.603838 -0.344811 0.05 0.22 0.19 -0.131
F -6.155103 -3.433922 -0.881251 0.04 0.09 0.05 0.153
C -3.988446 -2.528289 -0.862076 0.49 0.33 0.12 -0.131
F -3.622032 -3.269524 -1.919418 -0.21 0.01 0.15 0.110
C -3.018870 -1.667209 -0.312465 -1.73 -0.28 0.48 -0.304
O -1.804799 -1.580560 -0.779937 0.08 -0.43 -0.40 -0.254
C -3.434681 -0.889788 0.775346 0.66 -0.06 -0.38 -0.101
F -2.431074 -0.060856 1.274805 -0.63 -0.34 -0.09 -0.016
C -4.711054 -0.930093 1.307838 0.03 -0.10 -0.08 -0.139
F -5.038515 -0.157310 2.340024 0.00 -0.08 -0.09 0.137
```
Forces are in eV/Å.

## Properties
Kohn-Sham gap ... 7.71 eV
Net charge ... +2
Calculated total energy ... -5047.0440 a.u.
ΔE to the lowest compared entry with this formula, charge and spin ... 22.6 kcal per mole
2S+1 ... 1
E_HOMO ... -13.1 eV

=====

[2]
ORCA calculation (the ωB97M-V functional and the def2-TZVPD basis) on a molecular structure, C25H28BrGeN3O4SSr at a distorted geometry.

XYZ file:
```
64
Properties=species:S:1:pos:R:3:forces:R:3:lowdin_charge:R:1
Sr 15.680728 8.318696 10.313296 0.08 -0.25 0.20 1.507
C 6.825354 7.461182 9.338704 -1.32 -0.54 -0.02 -0.083
C 8.303790 7.231211 9.188007 0.37 -0.25 -1.76 -0.280
C 9.200116 6.709037 10.119586 -0.42 -0.05 1.11 -0.058
C 10.595848 6.638608 9.913171 0.29 0.19 0.67 -0.063
C 11.091828 7.036538 8.686421 0.22 0.42 -0.65 -0.230
C 10.153953 7.323805 7.680302 1.29 0.65 -0.86 -0.087
C 8.822236 7.498666 7.889065 0.15 -0.80 2.33 -0.063
S 12.873133 7.491426 8.370120 1.30 0.51 -0.14 0.517
O 13.690856 6.295548 8.494192 -0.57 -0.58 0.69 -0.378
O 12.929590 8.024452 7.011436 -0.96 0.33 0.49 -0.359
N 13.354358 8.465853 9.508748 -0.73 -0.49 -0.07 -0.404
C 13.295396 9.938124 9.464310 -0.61 -0.03 -1.12 -0.234
C 13.439496 10.595836 10.878328 1.22 -0.77 -0.40 -0.707
O 12.676429 11.472963 11.268443 -0.21 -0.09 -0.30 -0.016
O 14.461610 10.121975 11.486791 0.11 0.08 0.30 -0.240
H 6.596952 8.354002 9.940615 0.05 -0.26 -0.13 0.074
H 6.249215 6.601388 9.769004 0.71 0.58 0.03 0.077
H 6.334089 7.586997 8.333432 0.68 0.13 0.87 0.076
H 8.797027 6.408975 11.108702 0.33 0.22 -0.63 0.110
H 11.310300 6.367090 10.740715 -1.00 0.30 -0.93 0.133
H 10.467354 7.551524 6.669093 0.64 0.02 0.14 0.102
H 8.246892 7.859216 7.075797 -0.82 0.17 -0.46 0.091
H 12.330606 10.246472 9.095505 -0.34 0.38 -0.47 0.091
H 14.089023 10.301578 8.721590 -0.84 0.03 1.02 0.121
Br 18.547154 9.893579 17.321346 -0.66 -0.64 -1.07 0.506
C 18.124275 8.951358 15.598224 -0.32 0.48 0.38 -0.645
C 19.217749 8.432043 14.946514 0.08 -0.97 -1.30 -0.192
C 19.110701 7.859232 13.643096 -1.06 0.18 1.26 -0.051
C 17.854575 7.804739 12.961776 -0.02 0.92 0.39 -0.356
C 16.744229 8.301635 13.736428 0.44 0.21 0.78 -0.061
C 16.838020 8.887336 14.998440 0.01 0.15 0.02 -0.125
N 17.638067 7.504873 11.660831 0.42 -0.33 0.74 -0.107
C 18.785752 7.158082 10.890078 1.07 -1.29 0.30 -0.375
C 18.762371 7.352900 9.419676 0.63 -1.06 -0.59 -0.438
C 19.523647 6.370544 8.561073 -0.04 1.25 -1.44 -0.060
C 19.712962 6.746304 7.254741 -1.34 1.02 1.22 -0.142
C 18.903243 7.853503 6.781348 0.96 0.23 -0.91 -0.157
C 17.790909 8.215205 7.510253 0.79 -0.15 -0.65 -0.281
N 17.575879 7.887613 8.765022 0.39 -0.23 1.00 -0.102
H 20.185994 8.423487 15.435689 -0.04 0.14 -0.09 0.080
H 19.961581 7.426083 13.170994 0.65 -0.03 -0.20 0.080
H 15.765160 8.306411 13.298225 -0.41 -0.04 -0.27 0.074
H 15.898590 9.312628 15.448363 1.30 -0.46 -0.34 0.117
H 19.510374 6.346692 11.170029 -1.44 -0.23 0.27 0.140
H 20.040464 5.547753 8.982240 0.24 -0.83 0.52 0.065
H 20.309350 6.260370 6.505891 0.41 -0.54 0.09 0.068
H 19.103962 8.335082 5.801914 -0.37 -0.65 0.56 0.065
H 17.015858 8.703738 6.944714 -0.57 0.47 0.14 0.097
C 17.892828 10.899427 9.633057 0.21 -0.13 -0.50 -0.217
Ge 19.377212 10.074473 10.597184 0.26 -0.03 0.10 0.860
C 19.222187 10.852102 12.443800 -0.11 -1.23 -0.11 -0.187
C 21.039393 10.798125 9.764581 1.10 -0.01 0.79 -0.237
C 19.712691 8.187095 10.339175 -1.32 2.37 -0.32 -0.249
H 18.155470 11.932799 9.784015 -0.32 0.76 0.06 0.004
H 16.877465 10.736630 9.990998 0.02 0.12 0.21 -0.013
H 17.932000 10.717706 8.556490 0.03 -0.17 0.15 0.016
H 18.843661 11.859747 12.356232 0.12 0.45 0.02 0.004
H 20.187394 10.796318 12.965571 -0.23 0.25 -0.13 0.016
H 18.500609 10.269122 13.052661 0.39 0.44 -0.47 0.002
H 20.929497 11.799345 9.383275 -0.23 0.64 -0.05 -0.018
H 21.400302 10.213866 8.894310 -0.23 -0.05 0.67 0.016
H 21.854216 10.870016 10.567055 -0.92 -0.29 -1.11 0.028
H 20.770142 8.057279 10.249982 0.50 -0.64 -0.05 0.077
```
Forces are in eV/Å.

## Properties
Kohn-Sham gap ... 5.09 eV
Net charge ... -2
Calculated total energy ... -6514.5502 a.u.
ΔE to the lowest compared entry with this formula, charge and spin ... 0.0 kcal per mole
2S+1 ... 1
E_HOMO ... -1.1 eV

=====

[3]
ORCA calculation (the ωB97M-V functional and the def2-TZVPD basis) on a molecular structure, C25H28CaCl2FN7O4S2.

XYZ file:
```
70
Properties=species:S:1:pos:R:3:forces:R:3:lowdin_charge:R:1
Ca 0.209131 0.443611 0.681133 0.08 0.04 0.15 1.258
C 2.352391 -2.256693 0.748512 0.00 0.01 0.00 -0.200
C 1.042572 -2.751215 0.148390 -0.01 0.00 -0.01 -0.195
N 0.377929 -1.741826 -0.684111 -0.04 0.03 -0.02 -0.133
C 0.951009 -1.557246 -2.009825 0.00 -0.01 0.00 -0.157
C 2.128147 -0.605887 -1.999296 0.01 -0.01 -0.02 -0.261
C 3.175549 -0.748377 -2.898699 -0.01 0.00 0.00 -0.018
C 4.235199 0.140083 -2.827982 0.00 0.01 0.01 -0.045
C 4.226708 1.121055 -1.850760 0.01 0.00 -0.01 -0.017
C 3.138984 1.199413 -0.991824 0.00 0.01 0.02 -0.262
C 3.074361 2.254089 0.092478 -0.01 -0.02 0.00 -0.171
N 2.329891 1.817560 1.262513 -0.01 -0.02 0.01 -0.148
C 3.095589 1.102510 2.279911 0.01 -0.01 -0.01 -0.198
C 3.391665 -0.333200 1.862383 -0.01 0.00 -0.01 -0.202
N 2.160030 -1.055413 1.559803 -0.03 -0.03 0.00 -0.114
N 2.105766 0.362138 -1.083640 -0.01 0.00 -0.03 0.098
H 3.058082 -2.005236 -0.046947 0.00 0.00 0.00 0.108
H 2.806286 -3.080340 1.315248 0.00 0.00 0.00 0.125
H 0.347364 -3.001935 0.948542 0.00 0.00 0.00 0.110
H 1.250401 -3.663881 -0.426996 0.00 0.00 0.00 0.121
H -0.604641 -1.976748 -0.761967 0.00 -0.01 -0.01 0.068
H 0.174332 -1.139477 -2.655849 0.00 0.00 0.00 0.105
H 1.266602 -2.506340 -2.463335 0.00 0.00 0.00 0.124
H 3.163171 -1.550165 -3.625128 0.00 0.00 0.00 0.115
H 5.070198 0.053800 -3.511184 0.00 0.00 0.00 0.111
H 5.052902 1.811422 -1.743045 0.00 0.00 0.00 0.115
H 2.560929 3.124032 -0.323301 0.00 0.00 0.00 0.097
H 4.096759 2.565936 0.344599 0.00 0.01 0.00 0.124
H 1.825458 2.593095 1.672377 0.02 0.01 0.00 0.086
H 2.493714 1.099943 3.190743 0.00 0.00 0.00 0.111
H 4.045904 1.604472 2.510680 0.00 0.00 0.00 0.119
H 3.993640 -0.818692 2.641490 0.00 0.00 0.00 0.123
H 4.002865 -0.330752 0.956275 0.00 0.00 0.00 0.110
H 1.660740 -1.298655 2.410496 -0.01 0.01 0.00 0.115
S -0.267531 3.104536 -0.572199 -0.02 0.00 -0.02 0.502
C -1.786619 2.659163 0.082692 -0.01 -0.01 -0.02 -1.205
N -2.088796 1.429805 0.430298 0.02 -0.02 -0.07 -0.098
C -3.379009 1.333765 0.932547 -0.01 -0.03 0.03 -0.346
C -3.986252 0.158070 1.370452 0.03 0.01 -0.01 -0.026
C -5.270931 0.227209 1.877367 -0.01 0.00 0.00 -0.073
C -5.955404 1.443781 1.948605 -0.01 0.00 0.00 -0.091
C -5.366098 2.615481 1.507160 0.00 -0.01 0.00 -0.087
C -4.076156 2.547781 0.992896 0.01 0.02 -0.01 -0.494
S -3.072426 3.818278 0.359617 0.02 -0.02 0.01 1.012
H -3.448828 -0.780336 1.323080 -0.01 -0.01 0.00 0.099
H -5.750682 -0.677770 2.227646 0.00 0.00 0.00 0.108
H -6.955509 1.474571 2.360532 0.00 0.00 0.00 0.105
H -5.888885 3.560430 1.572539 0.00 0.00 0.00 0.115
Cl -2.696695 -0.874350 -2.140001 0.01 0.00 -0.02 0.550
C -2.500128 0.786566 -2.753553 0.04 -0.03 0.01 -0.994
Cl -3.993375 1.708725 -2.617427 -0.02 0.01 0.00 0.567
H -2.229901 0.718843 -3.800462 -0.01 0.00 0.00 0.026
H -1.733425 1.280285 -2.164329 0.00 0.00 -0.01 -0.035
F -4.910783 2.439381 4.909856 0.00 0.00 0.01 0.104
C -3.681908 2.240233 4.432797 -0.01 0.02 -0.01 -0.194
C -3.101147 1.041163 4.491514 0.02 -0.01 -0.01 0.061
N -1.818649 0.828428 4.019447 0.00 0.00 0.01 0.033
C -1.200375 -0.490857 4.191950 0.00 -0.01 -0.01 -0.029
C -1.517187 -1.410200 2.992586 -0.01 -0.01 -0.02 -0.664
O -2.403076 -2.244302 3.138737 0.01 -0.01 0.01 0.026
O -0.827023 -1.179384 1.948036 -0.02 0.04 0.01 -0.199
C -1.130986 1.813840 3.381689 -0.01 0.00 0.00 -0.457
O -0.015772 1.640214 2.878700 0.00 0.01 0.00 -0.045
N -1.738523 3.038294 3.353051 0.01 0.00 0.00 0.236
C -3.001451 3.387534 3.848501 0.02 -0.01 0.03 -0.410
O -3.420183 4.515806 3.776945 -0.01 0.01 -0.01 0.107
H -3.603347 0.177245 4.902460 0.00 0.00 0.01 0.158
H -1.600844 -0.925913 5.104094 0.00 0.01 0.01 0.127
H -0.127794 -0.335125 4.290094 0.00 -0.01 0.01 0.120
H -1.250616 3.757947 2.834454 -0.01 0.00 0.00 0.164
```
Forces are in eV/Å.

## Properties
Kohn-Sham gap ... 7.71 eV
Calculated total energy ... -4148.2614 a.u.
ΔE to the lowest compared entry with this formula, charge and spin ... 0.0 kcal per mole
2S+1 ... 1
E_HOMO ... -7.5 eV

=====

Which of these has the highest E_HOMO? C25H28BrGeN3O4SSr

=====

Which value of ΔE to the lowest compared entry with this formula, charge and spin does entry 1 give? 22.6 kcal per mole